{"formula": "C31H37N4O5", "method": "wB97M-V/def2-TZVPD", "symbols": ["O", "O", "O", "O", "O", "N", "N", "N", "N", "C", "C", "C", "C", "C", "C", "C", "C", "C", "C", "C", "C", "C", "C", "C", "C", "C", "C", "C", "C", "C", "C", "C", "C", "C", "C", "C", "C", "C", "C", "C", "H", "H", "H", "H", "H", "H", "H", "H", "H", "H", "H", "H", "H", "H", "H", "H", "H", "H", "H", "H", "H", "H", "H", "H", "H", "H", "H", "H", "H", "H", "H", "H", "H", "H", "H", "H", "H"], "xyz": [[3.789033, -1.240063, 0.069637], [-0.169448, -1.066966, -0.697800], [2.779478, -0.167809, -2.129745], [3.792017, 0.120365, 2.434771], [2.077623, 4.832250, 0.853679], [-0.803750, -3.537342, 0.678984], [0.321781, 4.118390, -0.343870], [-2.004938, -0.092427, 0.170356], [1.203834, -3.290188, -1.014779], [-0.660738, 3.219808, -0.746121], [2.659577, 2.008201, 1.398537], [-0.826559, 1.970080, -0.161377], [2.691024, 0.591509, -1.004815], [1.507977, 3.910972, 0.314017], [-4.283241, -0.590136, -1.265310], [2.190224, 0.324878, -3.311677], [-5.591981, -0.388618, 0.905009], [-5.617949, -0.153226, 2.269686], [-4.443963, 0.095717, 2.960755], [1.670114, -3.548372, 0.361879], [3.900350, 0.833896, 3.648681], [2.096388, 1.842660, -0.946251], [5.196416, -1.315842, 0.257809], [-2.790369, 1.524035, -1.517086], [-4.389325, -0.386128, 0.216072], [3.237812, 0.744532, 1.362462], [0.455653, -3.918841, 1.250257], [-1.573431, 3.615062, -1.725344], [0.229504, -4.315558, -1.422102], [-1.430173, -2.286946, 0.995613], [-1.067589, -4.135445, -0.608976], [2.323341, -3.181636, -1.951615], [-3.233188, 0.105190, 2.289078], [-3.992163, 0.736174, -1.977494], [3.252879, 0.034474, 0.153271], [-1.864289, 1.134961, -0.552706], [-3.215929, -0.144663, 0.927433], [2.077765, 2.536263, 0.256365], [-1.130038, -1.092118, 0.081420], [-2.605101, 2.781063, -2.093074], [5.718509, -0.716007, -0.492077], [0.429989, -5.005189, 1.393757], [1.667848, 2.293345, -1.825095], [-0.166023, 1.640607, 0.624155], [-2.516756, -2.439278, 1.006692], [-3.305939, 3.111513, -2.844990], [-4.866352, 1.383951, -1.862680], [2.180955, -2.650685, 0.712612], [0.086896, 5.098773, -0.452685], [0.668340, -5.300663, -1.245255], [0.560792, -3.462154, 2.233574], [-2.312396, 0.314700, 2.812099], [0.681766, -2.343656, -0.957106], [2.916164, 1.075036, 4.060251], [2.390020, -4.369536, 0.346423], [2.845187, -4.135697, -2.022475], [2.645906, 2.597098, 2.300480], [-6.559937, -0.156572, 2.795127], [3.008536, -2.411571, -1.600469], [-5.218740, -0.992709, -1.655143], [-6.511071, -0.573025, 0.369777], [1.954141, -2.901396, -2.935104], [2.638986, 1.271871, -3.622731], [-1.540362, -5.117381, -0.472281], [0.023546, -4.216470, -2.488434], [4.479045, 1.752254, 3.521837], [-4.469628, 0.289833, 4.021288], [-1.769096, -3.503363, -1.155878], [-3.881047, 0.538701, -3.047823], [5.480740, -0.983321, 1.256851], [1.110183, 0.451768, -3.189422], [4.423052, 0.167193, 4.332196], [-1.138196, -2.005693, 2.010519], [5.456493, -2.365238, 0.133366], [-3.489215, -1.308286, -1.489093], [2.388983, -0.426153, -4.074529], [-1.475891, 4.587141, -2.184208]], "forces_ev_per_a": [[-0.4812, 0.5640, 0.1502], [0.0540, 0.0900, 0.0050], [0.1649, -0.0354, 0.4503], [-0.1112, -0.1727, -0.5079], [0.1013, -0.0224, 0.1312], [0.0437, 0.3583, -0.1350], [-0.0133, 0.6270, -0.1794], [-0.2026, 0.4710, 0.0026], [-0.2232, 0.4363, -0.0815], [-0.5119, -0.5091, -0.0538], [-0.0995, 0.0960, 0.0697], [-0.0961, 0.1211, -0.0475], [0.1054, -0.1021, 0.2224], [-0.0002, 0.0792, -0.0176], [-0.0662, 0.1835, -0.0582], [-0.1628, 0.1299, -0.2406], [0.0764, 0.0165, -0.0045], [-0.0361, 0.0173, 0.0397], [0.0123, -0.0130, 0.0588], [-0.0019, -0.0366, 0.7773], [0.0226, 0.1482, 0.2808], [0.0857, 0.0282, -0.0193], [0.3775, -0.0035, 0.0442], [0.1111, -0.0220, -0.0149], [0.1787, -0.1502, 0.0063], [-0.0444, -0.1624, -0.1649], [0.1258, -0.1517, -0.0071], [0.1508, -0.0500, 0.0813], [-0.5751, -0.2749, -0.0841], [-0.0996, -0.2544, 0.0006], [-0.1216, -0.1887, 0.0708], [0.6666, 0.1276, -0.3808], [0.0099, -0.0109, -0.1529], [-0.0521, -0.2203, -0.0856], [0.1902, -0.2184, -0.0688], [0.2992, 0.4729, -0.4159], [-0.4782, -0.1394, 0.3818], [0.4602, -0.3025, -0.0408], [-0.0185, -0.4731, 0.0570], [0.0569, -0.0928, 0.1885], [-0.0375, -0.0344, -0.0005], [0.1094, 0.0589, 0.0766], [-0.0735, 0.0052, -0.1120], [-0.0078, -0.0536, 0.0866], [0.1402, 0.1338, 0.0918], [-0.0930, 0.0535, -0.0866], [-0.0009, -0.0433, -0.0564], [-0.0407, -0.0866, -0.1288], [0.1303, -0.1359, 0.1194], [0.0914, 0.1098, -0.0357], [0.0514, -0.0607, -0.0117], [0.1260, 0.0368, 0.0533], [0.2091, -0.4701, -0.0239], [0.0326, 0.0041, -0.0259], [0.0202, 0.0590, -0.1255], [-0.1014, -0.0710, 0.0425], [0.0417, 0.0533, 0.1160], [-0.0966, -0.0014, 0.0608], [-0.1160, -0.1197, -0.0118], [0.0500, -0.0473, 0.0024], [-0.1105, -0.0338, -0.0676], [-0.1063, -0.0149, -0.0008], [-0.0042, -0.0268, 0.0175], [0.0303, 0.0633, -0.1855], [0.1196, 0.0024, 0.0536], [-0.0290, -0.0253, -0.0042], [-0.0083, 0.0170, 0.1098], [0.0196, -0.0318, -0.0255], [-0.0665, 0.0430, 0.0204], [-0.0222, -0.0434, -0.0786], [0.0213, 0.0134, -0.0011], [-0.0464, 0.0895, -0.0156], [-0.1304, 0.0295, 0.0046], [0.0697, 0.0247, -0.0043], [-0.0641, -0.0470, -0.0352], [-0.0390, 0.0684, 0.0008], [0.0343, 0.1210, -0.0763]], "energy_ev": -48940.1030, "gap_ev": 8.78, "e_homo_ha": -0.39137, "lumo_energy_ev": -1.87, "e_above_lowest_kcal_mol": 0.00, "smiles": "COc1cc(C(=O)Nc2ccc3c(c2)N(C(=O)CN2CC[NH+](C)CC2)c2ccccc2CC3)cc(OC)c1OC", "total_charge": 1}